Computed, not measured: a molecular structure, C18H21F3N2O3PdSTe, with the ωB97M-V functional and the def2-TZVPD basis.

The geometry in XYZ format:
```
50
Properties=species:S:1:pos:R:3:forces:R:3
Pd -1.164789 -1.078986 0.031958 0.6581 0.2382 0.3656
C 1.770930 -3.347807 -2.891414 0.0112 -0.0017 -0.0017
C 1.604105 -2.346189 -1.762375 0.0406 -0.0289 0.0355
C 2.921701 -1.671891 -1.406908 -0.0029 0.0137 0.0191
O 0.722668 -1.293769 -2.171636 0.0119 -0.0468 -0.0717
C 1.068142 -3.038262 -0.484985 0.0314 0.0584 -0.0626
O 1.223295 -4.258278 -0.360712 -0.0866 0.0912 0.0649
O 0.531934 -2.290332 0.408284 0.0586 -0.0265 -0.0073
H 2.144181 -2.834717 -3.779094 -0.0005 0.0010 -0.0007
H 0.814766 -3.823110 -3.122577 0.0024 0.0009 -0.0036
H 2.465162 -4.135584 -2.607962 -0.0020 0.0019 0.0022
H 3.329496 -1.178645 -2.290148 0.0030 -0.0033 -0.0018
H 3.639155 -2.407175 -1.041626 -0.0049 -0.0048 -0.0061
H 2.763291 -0.920591 -0.632419 -0.0053 -0.0036 -0.0019
H 0.006670 -1.695203 -2.677450 -0.0388 -0.0303 0.0429
Te 0.313007 0.594485 1.421520 -0.1849 -0.1075 -0.1171
C -0.784021 2.259021 2.114154 -0.0155 -0.0109 0.0023
C -1.291154 3.215909 1.244854 0.0342 0.0061 -0.0123
C -2.017856 4.281980 1.750427 -0.0080 0.0069 0.0039
C -2.243766 4.391498 3.116530 0.0021 0.0059 -0.0028
C -1.732368 3.437506 3.982220 0.0022 0.0000 -0.0084
C -0.996596 2.370897 3.481839 -0.0125 -0.0017 0.0162
C 1.346145 1.678853 -0.054331 -0.0044 0.0083 -0.0274
C 0.943110 1.651884 -1.382478 -0.0301 0.0126 0.0147
C 1.631993 2.412035 -2.318455 -0.0048 -0.0103 -0.0047
C 2.709962 3.192140 -1.928816 0.0083 0.0023 0.0062
C 3.111243 3.213592 -0.599409 0.0042 -0.0089 -0.0138
C 2.432188 2.453636 0.340545 0.0200 -0.0116 0.0038
H -1.128445 3.130646 0.178384 -0.0015 -0.0110 0.0047
H -2.416151 5.025792 1.072541 0.0000 0.0015 0.0025
H -2.815823 5.224135 3.504843 -0.0003 -0.0015 0.0010
H -1.898404 3.522972 5.048290 -0.0025 -0.0016 -0.0004
H -0.588353 1.634990 4.164648 -0.0041 -0.0103 -0.0100
H 0.112642 1.030448 -1.686221 0.0157 0.0425 0.0113
H 1.323415 2.387799 -3.355478 -0.0010 0.0022 0.0006
H 3.242849 3.783208 -2.662453 0.0021 -0.0018 -0.0006
H 3.957062 3.816018 -0.294682 -0.0042 0.0057 0.0015
H 2.751207 2.466260 1.375697 -0.0122 0.0011 0.0035
N -1.258233 -4.751950 0.797306 -0.0684 0.1933 0.1973
C -2.162068 -3.841055 0.485936 0.0423 -0.0575 0.1444
N -3.173030 -3.597668 1.329104 -0.1551 -0.1787 -0.1363
S -2.092183 -2.985346 -1.011617 -0.2871 -0.0418 -0.2316
H -1.268632 -5.153732 1.722800 -0.0459 -0.0297 0.0073
H -0.326187 -4.663014 0.365100 0.2043 -0.1733 -0.2047
H -3.324714 -4.168499 2.144152 0.0368 0.0556 0.0433
H -3.927850 -3.017572 1.002409 0.0399 0.0443 0.0058
F -2.506640 1.189809 -0.869926 0.0692 -0.0171 0.0077
C -2.739095 0.079447 -0.107349 -0.4266 -0.0464 -0.2380
F -3.838476 -0.497371 -0.671072 0.0596 0.0871 0.0526
F -3.185483 0.551788 1.088050 0.0519 -0.0133 0.1049
```
Positions in Å, forces in eV/Å.

Its HOMO energy is -8.712 eV. The calculation puts the orbital gap at 8.62 eV. The total energy is -57891.930 eV.

Computed, not measured: a single C18H21F3N4O3 molecule at a distorted geometry, with the ωB97M-V functional and the def2-TZVPD basis.

The geometry in XYZ format:
```
49
Properties=species:S:1:pos:R:3:forces:R:3
C -4.785313 -0.132607 -2.318161 0.0159 -0.1170 0.2165
C -4.566736 -0.533325 -0.860185 -0.1986 -0.1145 -0.4189
N -3.814598 0.464988 -0.147426 0.1357 0.1226 0.2540
C -4.299716 1.516166 0.594968 0.0597 0.0866 0.1014
C -5.746930 1.721474 0.843836 -0.0268 -0.0665 -0.0241
N -3.363728 2.288556 1.059345 -0.3185 0.4778 0.3187
C -2.180150 1.761007 0.611309 -0.0155 -0.7098 -0.5044
C -0.875367 2.188035 0.792783 0.0767 -0.1913 -0.0859
C 0.141612 1.431463 0.222178 -0.4115 0.1147 0.0092
C 1.519399 1.925146 0.392065 0.1816 -0.3948 0.1271
O 1.808022 3.105768 0.517253 -0.1208 0.2237 -0.0070
N 2.520281 0.984265 0.402315 0.8257 0.7254 -0.1239
N 2.338268 -0.338962 0.650391 -0.4037 -1.0070 0.3594
C 3.452500 -0.910820 0.859808 0.4088 0.5662 -0.1100
C 3.590909 -2.358650 1.161843 -0.6014 -0.2264 -0.1371
C 2.258133 -3.092743 1.046666 0.1496 -0.0644 0.1962
O 1.906856 -3.165838 -0.314536 0.2791 0.0959 -0.0499
C 0.584071 -3.583370 -0.520098 -0.0619 -0.0521 0.0463
C 4.634841 0.030427 0.790839 -0.3818 0.1399 -0.0100
C 3.951672 1.357468 0.421390 -0.1797 0.1035 -0.5334
O 4.243409 2.370782 1.304576 0.1996 0.2685 0.2732
C 4.342603 1.763740 -1.026526 0.1796 0.0830 -0.2360
F 5.674409 1.841877 -1.168269 0.1920 -0.0075 0.2316
F 3.919629 0.851174 -1.918289 -0.1259 -0.2455 0.0775
F 3.845454 2.939826 -1.404609 -0.1406 0.1111 0.1545
C -0.139030 0.287740 -0.543608 -0.0690 0.0684 -0.0534
C -1.434383 -0.134927 -0.748547 -0.0820 -0.1343 -0.1250
C -2.451046 0.603205 -0.160416 0.4561 0.5082 0.3356
H -5.341911 0.799676 -2.378487 -0.0499 0.0765 -0.0225
H -5.343418 -0.906670 -2.837779 -0.0577 -0.0618 -0.1060
H -3.829599 0.006804 -2.817674 0.0636 0.0186 -0.0693
H -5.527907 -0.671879 -0.359314 0.1443 -0.0542 0.0129
H -4.014385 -1.476826 -0.812461 -0.1193 0.0643 0.0964
H -6.167989 0.878071 1.390996 -0.0935 -0.0266 0.0140
H -5.867529 2.622582 1.436674 -0.0007 0.0113 0.0019
H -6.291455 1.833542 -0.092664 -0.1108 -0.0014 -0.0360
H -0.646883 3.075457 1.359941 0.0348 0.1187 0.0582
H 3.996683 -2.478762 2.169574 0.0577 -0.0327 -0.0086
H 4.299791 -2.799853 0.456927 0.0762 -0.0373 0.0637
H 1.487997 -2.545213 1.607533 0.0453 -0.0799 -0.0216
H 2.348401 -4.107034 1.468499 -0.0353 0.1374 -0.0295
H 0.417251 -4.594308 -0.125152 -0.0240 0.0263 -0.0316
H 0.423525 -3.585519 -1.596273 -0.0947 -0.0351 0.0048
H -0.124345 -2.895788 -0.041555 -0.0061 -0.0109 -0.0223
H 5.369650 -0.283317 0.050563 0.0064 -0.0012 0.0272
H 5.129225 0.131042 1.758209 0.0238 0.0159 -0.0234
H 3.577457 3.081495 1.169429 0.1000 -0.3491 -0.0772
H 0.672198 -0.260056 -0.994448 0.0091 -0.0537 -0.0288
H -1.641813 -1.005311 -1.353448 0.0083 -0.0892 -0.0846
```
Positions in Å, forces in eV/Å.

Its HOMO energy is -8.535 eV. Its SMILES is CCn1c(C)nc2cc(C(=O)N3N=C(CCOC)C[C@@]3(O)C(F)(F)F)ccc21. The calculation puts the orbital gap at 9.13 eV. The total energy is -39263.037 eV.

Computed, not measured: a molecular structure, C18H21F6N6O5OsS2, with the ωB97M-V functional and the def2-TZVPD basis.

The geometry in XYZ format:
```
59
Properties=species:S:1:pos:R:3:forces:R:3
Os 0.030440 0.230548 -0.252766 0.2699 -0.2253 0.5961
F -0.237775 -4.647601 -1.882983 0.0074 0.0032 -0.0132
C 0.018706 -3.824739 -2.902577 -0.0456 -0.0231 0.0444
F -1.126479 -3.487351 -3.480861 0.0302 -0.0614 0.0037
F 0.789138 -4.449553 -3.780837 0.0036 -0.0018 -0.0149
S 0.894229 -2.344576 -2.245599 0.0353 -0.0373 -0.3494
O -0.071207 -1.812098 -1.282202 0.0361 0.0676 0.3490
O 2.136776 -2.839324 -1.746720 -0.0384 -0.0184 0.0064
N 1.056181 -1.475341 -3.548936 -0.0510 0.0566 0.3071
S 0.588003 0.026408 -3.618544 0.2722 -0.3057 -0.0635
O 1.252727 0.746660 -4.645395 0.0862 -0.0323 0.0336
O 0.578688 0.660570 -2.304613 -0.3260 0.3930 -0.1440
C -1.149076 -0.104153 -4.239115 -0.0370 0.0877 -0.0134
F -1.699695 1.105725 -4.269187 -0.0206 -0.0140 0.0334
F -1.888136 -0.910285 -3.488911 -0.0177 0.0868 0.1101
F -1.107560 -0.598703 -5.471943 0.0066 0.0391 -0.0068
N 3.984725 -3.113729 1.576395 0.0221 0.0232 0.0509
C 3.716779 -1.939748 0.922445 -0.0292 -0.0090 0.0094
C 2.396327 -1.473622 0.801132 0.0405 0.0076 0.1047
N 2.133214 -0.349338 0.168544 0.0520 0.1452 -0.3896
C 3.162808 0.351020 -0.341999 -0.0538 0.0289 0.0061
C 4.450180 -0.107019 -0.183905 0.0208 -0.0214 0.0286
N 4.739049 -1.248799 0.441279 -0.0098 0.0271 -0.0280
H 3.256766 -3.806230 1.605386 -0.0052 -0.0065 -0.0203
H 4.915614 -3.469743 1.433393 -0.0019 -0.0166 -0.0130
H 1.558397 -2.019764 1.213933 -0.0152 -0.0086 -0.0140
H 2.927771 1.270808 -0.858485 -0.0095 -0.0131 -0.0082
H 5.284013 0.456988 -0.582733 0.0038 -0.0040 0.0036
C 1.562597 1.676364 2.653418 -0.0573 -0.0429 0.0006
C 0.573414 2.420309 1.808863 0.2073 0.0068 -0.1673
C -0.042777 3.586169 2.163207 -0.0793 0.0688 -0.0299
C -0.829299 4.015354 1.052774 0.0726 0.0513 0.0804
C -0.643481 3.108696 0.051937 0.2481 -0.0142 -0.0338
C -1.128452 3.230119 -1.358109 -0.0386 -0.0020 -0.0344
N 0.210931 2.088502 0.496046 -0.5418 -0.1134 0.0366
H 2.260794 2.383162 3.104982 -0.0312 0.0007 0.0272
H 2.143531 0.965711 2.080022 0.0189 -0.0193 -0.0206
H 1.080947 1.119041 3.459980 -0.0020 -0.0274 0.0022
H 0.100809 4.106238 3.099323 0.0005 -0.0079 -0.0060
H -1.403375 4.926058 0.974229 -0.0019 -0.0017 0.0012
H -0.776670 4.168693 -1.790818 -0.0160 0.0140 0.0135
H -2.218523 3.228400 -1.412461 0.0001 -0.0116 0.0074
H -0.762730 2.424205 -1.983754 -0.0108 0.0482 0.0244
O -0.301744 -0.409088 1.706796 0.0637 -0.3604 -0.2071
N -1.563760 -0.440190 2.147874 -0.0101 0.2119 -0.0251
C -2.235450 -1.597576 2.107412 -0.0232 -0.0190 0.0132
C -3.522939 -1.663761 2.590724 0.0263 0.0013 -0.0002
C -4.112993 -0.519350 3.106062 -0.0295 -0.0008 -0.0014
C -3.395037 0.664908 3.119994 0.0292 0.0140 -0.0087
C -2.106789 0.687957 2.627621 0.0090 -0.0102 -0.0159
H -1.694108 -2.423918 1.672619 0.0125 0.0108 -0.0098
H -4.049743 -2.605611 2.551639 -0.0063 0.0032 -0.0018
H -5.125525 -0.550989 3.483971 0.0037 0.0019 0.0037
H -3.821060 1.582543 3.498177 0.0014 -0.0023 0.0044
H -1.464793 1.563127 2.575276 -0.0305 0.0260 -0.0052
C -2.029948 0.359607 -0.606796 0.1099 0.0213 -0.2666
H -2.300698 0.730777 -1.594638 -0.0318 0.0039 -0.0658
H -2.541502 1.001274 0.116916 -0.0643 -0.0264 0.0113
H -2.452232 -0.653723 -0.537476 -0.0546 0.0079 0.0646
```
Positions in Å, forces in eV/Å.

Its HOMO energy (spin up / spin down) is -7.251 / -7.222 eV. The spin multiplicity is 2. The calculation puts the orbital gap (spin up / spin down) at 6.63 / 6.60 eV. The total energy is -78624.494 eV.

Computed, not measured: a single C18H21FN4OS molecule, with the ωB97M-V functional and the def2-TZVPD basis.

The geometry in XYZ format:
```
46
Properties=species:S:1:pos:R:3:forces:R:3
F -4.789450 -0.438598 -2.602859 0.0012 0.0533 0.1385
C -4.675901 -0.014948 -1.328542 -0.0423 -0.0428 0.1771
C -5.635268 -0.385621 -0.405608 0.0389 -0.0140 -0.2437
C -5.508861 0.089287 0.889930 0.0653 0.0700 -0.1170
C -4.439603 0.885838 1.247603 0.1582 0.0723 0.0160
C -3.461828 1.229742 0.310721 -0.4518 -0.4852 -0.2081
N -2.411269 2.043000 0.722411 0.0241 0.1564 0.1830
C -1.123547 2.126442 0.276459 0.0124 -0.0296 0.0092
S -0.172905 3.343057 0.869518 0.3378 0.5354 0.2539
N -0.680093 1.209591 -0.604803 -0.5395 -0.1984 0.1591
C 0.709322 1.138482 -0.981445 0.5168 0.0104 0.1927
C 1.589015 0.469857 0.109784 -0.0549 0.2236 -0.1074
C 3.051187 0.658484 -0.230893 0.0864 0.1007 0.0228
C 3.576836 1.942582 -0.351339 0.0948 -0.1398 -0.0672
C 4.915320 2.102458 -0.662986 -0.0574 -0.0547 0.0145
C 5.690268 0.965646 -0.837867 0.0859 0.2739 -0.0016
N 5.213809 -0.257205 -0.689481 0.4334 -0.3491 -0.1153
C 3.935848 -0.402921 -0.387763 -0.3819 0.0414 0.0559
N 1.273402 -0.919523 0.378611 -0.1597 0.0002 -0.0109
C 0.975289 -1.765510 -0.759918 0.0869 -0.3400 0.1704
C 1.064462 -3.226156 -0.308761 0.0365 0.1564 -0.3601
O 0.163744 -3.486489 0.741976 -0.1269 -0.0958 -0.0527
C 0.427113 -2.643672 1.838993 -0.1140 0.3620 0.2482
C 0.322078 -1.169150 1.440852 -0.0194 -0.3927 0.1826
C -3.597254 0.786691 -1.004416 -0.0510 -0.0015 -0.0471
H -6.458452 -1.013235 -0.703819 -0.0776 -0.0794 -0.0574
H -6.252031 -0.169429 1.627836 -0.0630 -0.0269 0.0701
H -4.349251 1.249866 2.259980 0.0392 0.0087 0.1227
H -2.602003 2.658674 1.502330 0.1510 -0.0466 -0.1917
H -1.231569 0.370812 -0.723559 -0.0011 0.0939 -0.0375
H 1.057704 2.161339 -1.134881 -0.0214 -0.1734 -0.0999
H 0.786180 0.594835 -1.923766 0.0048 0.0273 0.0095
H 1.406061 1.026929 1.037568 -0.0304 -0.0779 -0.1535
H 2.951410 2.807297 -0.180956 -0.1194 0.0914 0.0028
H 5.347575 3.086257 -0.760073 0.0603 0.0751 -0.0136
H 6.739651 1.032378 -1.092936 0.0841 0.1058 -0.0182
H 3.607796 -1.422041 -0.245216 -0.1430 -0.0521 0.0325
H 1.696280 -1.582320 -1.557193 -0.0280 -0.0166 -0.0681
H -0.045095 -1.593902 -1.151764 0.0705 0.0033 -0.0641
H 0.790761 -3.900241 -1.122065 0.0725 0.0430 0.0165
H 2.092214 -3.443498 0.017747 -0.0485 0.0216 -0.0639
H -0.311392 -2.893450 2.602511 0.0701 0.0362 0.0057
H 1.438191 -2.837106 2.226051 -0.0710 0.0237 0.0075
H 0.563311 -0.542260 2.300834 -0.0343 0.0144 -0.0020
H -0.721571 -0.965622 1.134304 0.0632 0.0008 0.0786
H -2.917480 1.093372 -1.783096 0.0423 0.0156 -0.0692
```
Positions in Å, forces in eV/Å.

Its HOMO energy is -8.520 eV. Its SMILES is Fc1cccc(NC(=S)NC[C@H](c2cccnc2)N2CCOCC2)c1. The calculation puts the orbital gap at 9.01 eV. The total energy is -40567.482 eV.

Computed, not measured: a molecular structure, C18H21IN6O3Sn, with the ωB97M-V functional and the def2-TZVPD basis.

The geometry in XYZ format:
```
50
Properties=species:S:1:pos:R:3:forces:R:3
Sn -1.018122 -0.520266 -0.084017 -0.2795 0.0046 -0.4267
N -1.116427 -1.982717 -2.361278 -0.1252 -0.1388 -0.1699
C -2.406319 -2.365108 -2.981296 0.0877 0.0679 0.0940
C -3.302630 -2.934435 -1.879528 0.0476 -0.0290 0.1134
C -3.096651 -1.950523 -0.752741 -0.1558 0.2400 0.1704
O -3.361459 -0.743672 -0.953199 -0.1045 -0.4280 0.1817
O -2.405069 -2.339065 0.261133 0.2184 0.4536 -0.1934
H -0.478384 -1.610604 -3.052648 0.0776 0.0553 -0.0594
H -0.663787 -2.796773 -1.956269 0.0450 -0.0111 -0.0249
H -2.295827 -3.079171 -3.799638 0.0985 -0.0309 -0.0030
H -2.866161 -1.458492 -3.367492 0.0078 0.0333 -0.0340
H -2.957627 -3.919237 -1.564847 -0.0853 -0.0157 -0.0217
H -4.341239 -2.987722 -2.201858 0.0203 0.0490 -0.0263
O 0.376987 1.425632 1.457920 0.1417 -0.0955 0.2849
C 0.963793 1.280640 2.752012 0.0017 -0.0309 -0.1886
C 2.478390 1.113280 2.731323 -0.0277 -0.0014 -0.1086
C 2.979639 -0.021468 1.820795 -0.0277 0.1201 0.0404
C 3.383649 0.417188 0.433687 -0.0192 0.0124 -0.0539
C 4.477485 -0.152061 -0.209070 0.0111 -0.0729 -0.0781
C 4.768236 0.217619 -1.511074 0.0666 -0.0430 -0.0336
C 3.973321 1.166464 -2.136747 -0.0090 0.0445 0.0001
C 2.923613 1.709315 -1.418821 -0.0119 -0.0581 0.0842
N 2.634309 1.345236 -0.168438 -0.1495 -0.0469 0.0507
H 1.102818 1.544145 0.806267 0.1245 0.1407 -0.0409
H 0.506978 0.406330 3.227557 0.0035 -0.0331 0.0052
H 0.712195 2.151815 3.361429 -0.0618 0.0466 0.0085
H 2.783920 0.916234 3.760938 0.0440 0.0128 0.0007
H 2.946945 2.054728 2.431924 -0.0144 -0.0055 0.0329
H 2.189447 -0.772488 1.716218 0.0625 -0.0367 -0.0167
H 3.834171 -0.523892 2.274022 -0.0106 -0.0108 0.0295
H 5.074094 -0.901942 0.294697 -0.0214 0.0175 0.0057
H 5.595961 -0.239238 -2.039794 -0.0571 -0.0115 0.0408
H 4.164222 1.475408 -3.155845 -0.0160 0.0046 0.0395
H 2.274541 2.462981 -1.853271 0.0330 -0.0199 -0.0059
I -1.767026 3.161103 -0.960897 0.0010 -0.0329 0.1022
C -3.007895 2.540100 0.623029 0.0088 -0.2145 0.0411
C -4.041566 3.372437 1.025605 -0.0554 0.0413 0.0307
C -4.889427 2.905246 2.016290 -0.0166 0.1018 -0.0405
C -4.684835 1.642650 2.549252 -0.0146 -0.0832 0.0410
C -3.621289 0.896784 2.075903 0.1526 0.1336 -0.0803
N -2.784588 1.349027 1.136761 -0.2035 0.0561 0.0445
H -4.179497 4.342325 0.570097 0.0030 -0.0102 0.0070
H -5.711982 3.520403 2.359804 0.0253 -0.0075 -0.0174
H -5.342161 1.240938 3.308799 0.0380 0.0024 -0.0190
H -3.418421 -0.102394 2.445611 -0.0300 0.0065 0.0082
N 0.892112 -1.809503 -0.276002 0.1657 -0.4166 0.2094
C 1.814302 -2.409284 -0.696115 0.1706 0.4750 -0.4590
N 2.799059 -3.087590 -1.080892 0.1546 -0.6134 0.3689
C 3.657571 -2.992391 -2.066049 -0.1203 0.3904 -0.1990
N 4.450633 -2.957992 -2.913244 -0.1943 -0.0125 0.2653
```
Positions in Å, forces in eV/Å.

Its HOMO energy is -8.669 eV. The calculation puts the orbital gap at 8.59 eV. The total energy is -48022.181 eV.